C5H11NO | wB97M-V/def2-TZVPD

```
18
Properties=species:S:1:pos:R:3:forces:R:3
O -2.48892 0.00592 2.97185 0.9 1.0 -1.9
N 1.83955 -1.29150 -1.74019 -0.1 -1.6 0.2
C -1.43063 1.59932 -0.78585 0.2 0.8 0.6
C 1.98082 -1.63872 0.65059 -0.9 0.2 0.4
C -0.35398 0.59421 -1.18225 1.3 0.9 0.2
C 0.56644 0.16556 -0.28044 -2.0 -1.4 -1.3
C 1.31509 -1.11820 -0.40395 2.0 1.7 -1.3
H 1.48180 -1.70207 1.62061 0.3 0.6 -0.1
H -0.13675 0.32071 -2.22164 -1.2 -0.6 0.3
H 2.06335 -0.40522 -2.13507 -0.1 0.2 -0.9
H 3.04937 -1.77402 0.62492 0.0 -1.3 -0.5
H 1.59873 -2.08909 -2.39132 0.4 1.6 1.6
H -2.36283 0.94619 2.72016 0.0 -0.9 0.1
H 0.78479 0.79163 0.53369 -0.3 0.2 1.7
H -1.88987 2.27166 -1.63997 0.6 -1.8 1.8
H -1.00847 2.32012 -0.00127 -0.4 -0.8 -1.1
H -2.11886 0.92786 -0.14670 0.2 1.4 -1.5
H -2.88961 0.07565 3.80684 -0.9 -0.1 1.8
```
Positions in Å, forces in eV/Å.

Summary:
structure (SMILES) = C=C(N)/C=C/C.O
E_HOMO = -7.8 eV
orbital gap = 8.43 eV


C5H11NO | wB97M-V/def2-TZVPD

```
18
Properties=species:S:1:pos:R:3:forces:R:3
O -0.21164 -1.74854 1.51413 -0.6 -0.1 -0.1
N -0.34396 0.58956 -0.33666 0.0 -0.3 0.7
C 0.19193 0.55859 1.02793 -1.9 1.1 0.8
C 1.12046 -1.19642 -1.34425 0.2 1.0 0.2
C -0.42668 -0.60583 1.83034 2.4 -1.0 -0.1
C 0.52906 0.20784 -1.45082 0.4 0.8 0.3
C -1.10010 1.78198 -0.64234 -1.1 0.3 -0.2
H 1.26307 0.73430 1.18047 0.2 -0.9 -0.4
H -2.10982 1.58413 -1.03664 0.4 -0.5 -0.6
H -0.88626 -0.44752 2.82169 -0.4 0.6 -0.2
H 1.33812 0.96762 -1.51904 0.0 -0.2 -0.1
H 1.97218 -1.17588 -0.66779 0.1 0.0 0.2
H -0.20049 1.42444 1.59346 0.0 0.1 -0.6
H 1.52346 -1.49857 -2.31282 -0.4 -0.3 0.1
H -0.54809 2.39333 -1.35871 -0.1 0.4 0.1
H 0.39171 -1.83260 -0.86550 -0.2 -0.6 -0.5
H -0.05252 0.37759 -2.36203 -0.1 -0.5 0.1
H -1.43318 2.37028 0.21921 0.9 0.0 0.2
```
Positions in Å, forces in eV/Å.

Summary:
structure (SMILES) = CCN(C)CC=O
E_HOMO = -8.4 eV
orbital gap = 9.43 eV


C5H11NO | wB97M-V/def2-TZVPD

```
18
Properties=species:S:1:pos:R:3:forces:R:3
O 4.00160 5.18973 0.97104 -0.2 -0.3 0.8
N -0.29548 -3.21687 1.90504 1.9 -0.3 1.3
C -0.49635 -1.31238 0.38588 1.6 0.3 1.3
C -1.29116 -0.56690 -0.60382 1.4 -0.8 1.7
C -0.93958 -2.12079 1.37670 -2.2 0.1 -2.1
C -0.67199 -0.09698 -1.68592 -1.2 0.8 -0.5
C -1.43833 0.67282 -2.74469 0.6 -1.8 -1.7
H -1.01837 1.63589 -2.98175 -0.2 0.6 0.3
H 3.13953 4.92115 1.31208 -0.3 0.1 -0.6
H 0.66891 -3.08458 2.19594 0.1 0.3 -0.7
H 0.41454 -0.26661 -1.83245 -0.9 0.2 0.2
H -2.03999 -2.12262 1.43536 0.4 -0.5 0.3
H 0.59481 -1.11798 0.39170 -0.4 -0.5 -0.6
H -2.52098 0.62484 -2.69925 -0.2 0.6 1.0
H -1.36938 0.13805 -3.72491 0.6 0.1 0.4
H 4.49813 5.05893 1.78876 0.5 0.2 -0.3
H -2.32815 -0.51571 -0.28810 -0.3 0.4 -0.9
H -0.63806 -3.82594 2.62998 -1.2 0.5 0.0
```
Positions in Å, forces in eV/Å.

Summary:
structure (SMILES) = C/C=C/C=C/N.O
E_HOMO = -7.4 eV
orbital gap = 8.36 eV


C5H11NO | wB97M-V/def2-TZVPD

```
18
Properties=species:S:1:pos:R:3:forces:R:3
O 3.57396 3.14877 2.24537 -1.9 0.3 -1.3
N -3.60467 -1.95097 -1.08342 0.6 0.1 0.1
C -0.66052 -0.27448 -0.38531 1.8 -0.2 2.2
C 1.32704 1.13666 0.06909 0.5 0.8 0.7
C 0.87245 -0.10300 -0.61686 -1.5 -0.1 -2.1
C -1.11012 -1.71901 -0.38622 0.1 -0.7 -0.1
C -2.50046 -1.83550 -0.77375 -1.3 -0.3 0.0
H -0.99079 -2.18661 0.60115 0.1 0.1 -0.3
H -0.57916 -2.33224 -1.12136 0.3 0.1 0.1
H -0.86655 0.12586 0.66958 -0.2 -0.1 -1.7
H -1.15046 0.22634 -1.17503 -0.8 1.0 -0.4
H 3.11956 3.53201 1.43145 1.1 -0.6 1.5
H 2.80451 2.73383 2.69331 0.8 0.3 -0.2
H 1.42274 -0.93186 -0.26294 0.5 -1.0 0.9
H 1.05348 -0.19452 -1.70946 -0.1 0.6 0.4
H 1.18470 0.82320 1.08240 0.3 0.3 1.2
H 0.68899 2.02867 -0.00027 0.1 -0.3 -0.6
H 2.38374 1.41403 -0.02957 -0.3 -0.1 -0.3
```
Positions in Å, forces in eV/Å.

Summary:
structure (SMILES) = CCCCC#N.O
E_HOMO = -11.5 eV
orbital gap = 12.15 eV


C5H11NO | wB97M-V/def2-TZVPD

```
18
Properties=species:S:1:pos:R:3:forces:R:3
O 1.61207 -0.64962 1.47353 0.3 -0.7 1.3
N 1.25031 0.22422 0.72255 3.2 3.5 -5.8
C 0.03417 1.10239 -1.31587 -0.5 -2.3 -0.7
C 0.35242 -1.49605 -0.99526 1.2 0.5 0.8
C 0.13373 -0.11205 -0.35149 -0.8 0.8 1.8
C 2.43848 1.30656 0.13164 -2.8 -5.2 3.6
C -1.07420 -0.15288 0.66561 -0.7 -0.5 -0.3
H 0.43151 0.91393 -2.34263 -0.2 -0.1 0.8
H -1.01680 1.35248 -1.38344 -0.1 0.3 -0.2
H -1.73342 -0.99944 0.36687 0.0 0.9 0.1
H 2.39194 2.05035 -0.57091 -0.6 1.5 -1.4
H 0.58627 1.88386 -0.89641 0.3 1.4 0.5
H 0.42406 -2.25042 -0.23193 -0.2 -0.3 0.6
H 1.32025 -1.57404 -1.48048 0.2 0.4 -0.3
H 3.15644 1.22965 0.90058 0.9 0.2 0.5
H -1.64500 0.80612 0.79008 0.5 -0.8 -0.5
H -0.73754 -0.41169 1.68447 0.1 0.0 -0.6
H -0.39011 -1.83870 -1.69235 -0.6 0.4 -0.3
```
Positions in Å, forces in eV/Å.

Summary:
structure (SMILES) = C=[N+]([O-])C(C)(C)C
E_HOMO (alpha / beta) = -8.3 / -8.9 eV
orbital gap (alpha / beta) = 8.34 / 9.38 eV


C5H11NO | wB97M-V/def2-TZVPD

```
18
Properties=species:S:1:pos:R:3:forces:R:3
O 1.68304 3.22076 -1.37666 -0.8 0.6 -1.1
N -1.42011 -1.73285 1.39180 0.7 -1.1 -0.1
C 0.10571 -0.29797 2.50061 0.0 -1.5 -0.2
C -0.04230 -0.17536 0.03945 1.0 -3.3 0.9
C -0.39270 -0.74462 -1.25812 0.2 1.4 -1.3
C -0.08946 -0.19247 -2.45013 0.2 -0.9 0.7
C -0.30390 -0.92592 1.16482 -1.6 3.7 0.4
H 0.77118 0.51033 0.24815 -0.1 0.3 -0.9
H 0.41901 -1.14361 3.12342 0.0 0.3 0.3
H -0.81004 0.12542 2.90839 0.1 0.2 0.4
H 2.16693 2.88247 -0.64416 0.7 -0.6 0.6
H -0.93368 -1.68304 -1.33258 -0.3 0.2 0.5
H 0.66194 0.58157 -2.52756 -0.4 0.4 -0.1
H 2.03475 2.85164 -2.19797 0.1 0.0 0.5
H -1.82443 -2.32675 0.69245 0.0 0.3 -0.3
H -2.06966 -1.36969 2.06733 0.0 -0.2 0.1
H -0.46249 -0.66469 -3.34925 0.2 0.1 -0.1
H 0.89571 0.44771 2.49638 -0.1 0.0 -0.4
```
Positions in Å, forces in eV/Å.

Summary:
structure (SMILES) = C=C/C=C(/C)N.O
E_HOMO = -7.7 eV
orbital gap = 8.48 eV


C5H11NO | wB97M-V/def2-TZVPD

```
18
Properties=species:S:1:pos:R:3:forces:R:3
O 2.41163 2.31377 0.86225 1.1 -2.0 1.6
N -1.18935 -0.31480 -0.99927 0.4 -0.4 1.4
C -0.30201 -1.51932 -0.89131 -2.5 0.3 1.0
C 1.59991 -2.00880 0.83062 -0.4 4.8 -4.3
C -2.17678 1.74365 -0.18126 0.6 -1.5 0.7
C 0.87138 -1.18800 -0.02389 2.3 -0.7 1.0
C -1.28052 0.70361 -0.00265 -1.9 1.6 -2.5
H -0.50725 0.82475 0.74022 0.2 -0.4 -0.1
H -3.03979 1.67357 -0.88629 1.0 0.1 0.5
H 1.65524 2.80687 0.69324 -2.0 1.9 -1.2
H 2.04963 1.81684 1.62673 0.9 0.0 -0.4
H 1.28456 -0.15841 -0.22084 -0.1 -1.3 -0.4
H -2.10485 2.63721 0.45278 -0.2 -0.6 -0.2
H 2.67240 -1.84570 0.79465 -0.2 0.1 1.3
H 1.08581 -2.76523 1.22203 -1.2 -3.7 1.4
H 0.00291 -1.66981 -1.91693 0.8 -0.2 -0.2
H -0.96403 -2.45823 -0.69686 1.4 1.3 0.5
H -2.06890 -0.59198 -1.40322 -0.2 0.5 0.0
```
Positions in Å, forces in eV/Å.

Summary:
structure (SMILES) = C=CCNC=C.O
E_HOMO = -7.9 eV
orbital gap = 8.81 eV


C5H11NO | wB97M-V/def2-TZVPD

```
18
Properties=species:S:1:pos:R:3:forces:R:3
O 0.40010 -1.48894 -1.51198 0.0 0.2 0.1
N -0.03408 -0.46848 0.46733 0.3 -0.1 -0.4
C 0.78508 -0.77260 -0.60294 0.0 -0.1 0.3
C 0.41289 0.30250 1.60760 0.1 0.1 0.0
C -1.83151 0.57433 -0.83154 -0.1 0.0 0.2
C -1.47534 -0.50353 0.20754 -0.1 0.2 -0.3
C 2.15238 -0.10359 -0.66654 0.0 0.1 -0.1
H -1.74290 -1.49263 -0.16981 0.0 0.1 0.1
H 2.51048 -0.18529 -1.69307 -0.1 -0.1 0.1
H -1.25352 0.37362 -1.73489 -0.1 0.1 0.0
H 1.48470 0.17062 1.76998 -0.2 0.0 -0.1
H -2.89532 0.59729 -1.09305 0.2 -0.2 0.1
H 2.04911 0.95723 -0.43064 0.1 0.0 0.1
H -1.57941 1.57186 -0.45519 0.1 -0.1 0.0
H -0.09962 -0.05933 2.50527 0.1 0.1 -0.1
H 0.20583 1.37528 1.49238 0.0 -0.1 0.1
H 2.92003 -0.52206 -0.00789 -0.3 -0.1 0.0
H -2.00889 -0.32627 1.14743 0.2 -0.1 -0.1
```
Positions in Å, forces in eV/Å.

Summary:
structure (SMILES) = CCN(C)C(C)=O
E_HOMO = -9.1 eV
orbital gap = 10.04 eV


C5H11NO | wB97M-V/def2-TZVPD

```
18
Properties=species:S:1:pos:R:3:forces:R:3
O 3.37931 1.49816 -4.19391 0.0 0.4 0.9
N 0.57671 -1.63021 -0.78166 -0.5 -0.1 0.6
C -1.06548 0.92001 2.41797 0.2 -0.7 0.1
C -1.10796 -0.22417 0.19043 -0.4 -1.8 -0.4
C -0.25999 0.21353 1.33922 -0.2 2.1 0.0
C -0.77150 -1.24264 -0.62003 0.7 0.9 0.4
C -2.01841 0.32371 3.11423 0.1 0.5 0.4
H 0.26725 -0.54845 1.90889 0.2 -0.6 -0.6
H -0.74521 1.88934 2.75757 0.1 0.4 -0.2
H -2.35844 -0.68011 2.94443 -0.1 -0.3 -0.2
H -2.09208 0.18176 0.00144 -0.2 0.0 0.7
H 0.72406 -2.36502 -1.43480 0.0 -0.6 -0.2
H 2.88697 1.00864 -4.84969 0.4 -0.1 -0.4
H -1.53328 -1.78226 -1.16349 0.1 0.3 -0.7
H 4.27111 1.71757 -4.48224 -0.3 -0.3 -0.4
H 1.06539 -1.79992 0.08754 0.1 0.1 -0.1
H -2.43130 0.85587 3.95918 -0.3 -0.1 0.0
H 0.47685 0.93473 0.96428 0.3 -0.2 0.2
```
Positions in Å, forces in eV/Å.

Summary:
structure (SMILES) = C=CC/C=C\N.O
E_HOMO = -7.9 eV
orbital gap = 8.94 eV


C5H11NO | wB97M-V/def2-TZVPD

```
18
Properties=species:S:1:pos:R:3:forces:R:3
O -0.76879 0.36161 1.46194 0.2 -0.2 -0.3
N -0.75593 -1.38093 0.00528 0.1 0.1 0.0
C 0.08918 1.53398 -1.29273 -0.1 0.1 0.0
C 1.82109 1.12792 0.50199 0.0 0.0 0.0
C -1.74749 -2.15709 0.71788 -0.1 -0.1 0.1
C -0.31508 -0.17410 0.46064 0.0 0.1 0.1
C 0.76274 0.48965 -0.39761 0.1 0.0 0.1
H 0.83278 2.08009 -1.88362 -0.1 -0.1 0.1
H -2.62879 -2.35037 0.09697 0.1 0.0 0.1
H -0.62501 1.06886 -1.98123 0.1 0.1 0.1
H 2.32360 0.38170 1.12704 -0.1 0.1 -0.1
H -1.32734 -3.11239 1.05097 -0.1 0.1 0.0
H 1.34955 1.85844 1.16546 0.1 -0.1 -0.1
H -2.04629 -1.57325 1.59044 0.0 -0.1 -0.1
H -0.33395 -1.76997 -0.82334 0.0 0.1 0.2
H 2.58231 1.63600 -0.10027 -0.1 -0.1 0.1
H 1.24201 -0.27204 -1.02912 -0.1 0.1 0.1
H -0.45459 2.25188 -0.67070 0.1 -0.1 -0.1
```
Positions in Å, forces in eV/Å.

Summary:
structure (SMILES) = CNC(=O)C(C)C
E_HOMO = -9.6 eV
orbital gap = 10.53 eV


C5H11NO | wB97M-V/def2-TZVPD

```
18
Properties=species:S:1:pos:R:3:forces:R:3
O -0.46353 -1.01968 -3.10848 0.1 0.1 -0.1
N 1.43599 0.04966 -1.33838 -0.3 -0.2 -0.4
C -0.31003 -1.46884 -2.00701 0.0 -0.5 0.3
C -0.33902 1.04088 0.93458 0.3 -0.5 0.6
C -0.82495 0.07733 -0.14531 -0.1 0.5 -0.1
C 0.29049 -0.70924 -0.84998 0.6 0.2 0.4
C 0.07857 0.43707 2.27902 0.9 -0.3 -0.3
H -1.56045 -0.61761 0.27102 0.0 0.0 0.1
H -0.78504 0.10651 2.83765 -0.1 0.0 0.3
H 0.67718 -1.43492 -0.12933 -0.1 -0.2 0.0
H 0.48050 1.66486 0.59220 0.1 0.1 -0.4
H -1.15063 1.71762 1.13781 -0.4 0.4 0.1
H -1.36246 0.69204 -0.87260 0.0 -0.2 -0.2
H 1.19454 0.48632 -2.22009 0.1 0.2 0.1
H 0.68267 1.15600 2.83471 -0.5 0.3 0.3
H -0.61415 -2.50702 -1.75747 -0.2 0.1 -0.2
H 1.78086 0.73055 -0.68013 -0.1 0.1 0.0
H 0.78947 -0.40152 2.22179 -0.4 -0.1 -0.4
```
Positions in Å, forces in eV/Å.

Summary:
structure (SMILES) = CCC[C@H](N)C=O
E_HOMO = -9.4 eV
orbital gap = 10.37 eV


C5H11NO | wB97M-V/def2-TZVPD

```
18
Properties=species:S:1:pos:R:3:forces:R:3
O 0.82566 2.85720 0.19708 -0.1 0.0 0.4
N -0.66136 -1.99609 0.31654 -0.2 0.0 0.1
C -0.55304 -0.15340 -1.28726 -0.1 0.2 -0.9
C 0.64849 1.43725 0.35585 0.3 0.6 -0.2
C 0.09656 -1.42718 -0.77628 0.0 -0.1 -0.2
C -0.64791 0.98377 -0.29006 -1.1 -0.2 0.4
C -0.06780 -2.29368 1.38349 0.2 0.0 0.0
H 1.51965 0.98498 -0.12982 -0.1 -0.2 0.1
H -1.37262 0.69358 0.47897 0.2 -0.2 0.2
H -1.18794 1.81888 -0.73740 0.5 0.3 -0.3
H 0.87830 3.25495 1.07361 0.0 0.0 -0.3
H -0.62461 -2.70511 2.22030 -0.1 -0.1 0.0
H 1.01152 -2.17025 1.53217 0.1 0.1 -0.1
H 0.09882 -2.15124 -1.58972 -0.1 -0.1 -0.1
H -1.54005 -0.37567 -1.70720 -0.1 -0.1 0.5
H 1.14698 -1.26068 -0.52112 0.2 0.1 0.2
H 0.66679 1.18764 1.42212 0.1 -0.1 -0.2
H -0.03620 0.17369 -2.19704 0.5 0.0 0.2
```
Positions in Å, forces in eV/Å.

Summary:
structure (SMILES) = C=NCCCCO
E_HOMO = -9.7 eV
orbital gap = 10.64 eV


Number 1: total energy -8897.5480 eV. Number 2: total energy -8899.2887 eV. Number 3: total energy -8899.0135 eV. Number 4: total energy -8900.1613 eV. Number 5: total energy -8895.6277 eV. Number 6: total energy -8899.0354 eV. Number 7: total energy -8897.8293 eV. Number 8: total energy -8901.1873 eV. Number 9: total energy -8899.0732 eV. Number 10: total energy -8901.6179 eV. Number 11: total energy -8900.4931 eV. Number 12: total energy -8899.7761 eV.